(1)
ORCA calculation (ωB97M-V/def2-TZVPD) on a structure of composition C23H28N4SbSeSiTl.

Geometry as ORCA input:
```
! wB97M-V def2-TZVPD RIJCOSX def2/J DEFGRID3
* xyz 0 1
Tl 0.80720 1.94644 1.33539
C -2.02623 -5.62131 -1.69890
C -2.81067 -4.47880 -1.65269
C -2.24925 -3.25075 -1.31288
C -0.89133 -3.15140 -1.01267
C -0.11098 -4.30976 -1.07599
C -0.67086 -5.53562 -1.41050
Sb 0.11779 -1.35244 -0.38713
C 0.07179 -1.94542 1.67958
C 1.19223 -1.75709 2.48786
C 1.18632 -2.15971 3.82025
C 0.05456 -2.75147 4.35839
C -1.07120 -2.94411 3.56322
C -1.06170 -2.54610 2.23479
C -1.65648 -0.14750 -0.33430
C -2.21697 0.22287 -1.55847
C -3.35642 1.01073 -1.60928
C -3.94224 1.46087 -0.43158
C -3.38096 1.12069 0.78965
C -2.24532 0.31757 0.83694
H -2.46757 -6.57512 -1.95885
H -3.86827 -4.53945 -1.87829
H -2.88409 -2.37480 -1.27540
H 0.95066 -4.26254 -0.85233
H -0.05066 -6.42279 -1.44628
H 2.07859 -1.28357 2.07832
H 2.06447 -2.00693 4.43557
H 0.04608 -3.06415 5.39483
H -1.95643 -3.40824 3.98016
H -1.94087 -2.71495 1.62297
H -1.75615 -0.09485 -2.48841
H -3.78379 1.27989 -2.56704
H -4.82848 2.08186 -0.46855
H -3.82603 1.47606 1.71071
H -1.84879 0.02672 1.80363
C -1.70744 4.81047 0.24476
Si -0.43126 4.82051 -1.11758
C 0.72481 6.24499 -0.78039
C -1.30295 5.10367 -2.73762
Se 0.69054 2.89106 -1.25630
H -2.31963 5.71799 0.20360
H -1.22874 4.77308 1.22839
H -2.36896 3.94342 0.15595
H 0.24550 7.20620 -0.99497
H 1.63000 6.16821 -1.38616
H 1.02299 6.24185 0.27173
H -1.80150 6.07833 -2.76146
H -2.05396 4.32440 -2.89406
H -0.59524 5.05520 -3.56902
N 5.62441 -1.62378 0.29056
C 6.06266 -0.45881 -0.24065
N 7.29938 -0.43526 -0.76944
N 5.36849 0.64242 -0.24114
C 4.14624 0.61348 0.24596
N 3.06818 0.62168 0.66603
H 6.09007 -2.49354 0.10270
H 4.67498 -1.66656 0.62249
H 7.88408 -1.24785 -0.81040
H 7.60937 0.42402 -1.18571
*
```

As for the energy above the lowest of the compared OMol25 structures with the same formula, charge and spin: 0.00 kcal/mol. The maximum force is 0.5 eV/A. The value obtained for the HOMO energy is -0.2576 hartree.


(2)
ORCA calculation (ωB97M-V/def2-TZVPD) on a cluster of 4 separate species, C33H30BCl2F27NO7PS in total at a distorted geometry.

Geometry as ORCA input:
```
! wB97M-V def2-TZVPD RIJCOSX def2/J DEFGRID3
* xyz 0 1
C 1.24402 0.12013 -0.29346
O 1.23071 1.55503 -0.10732
B 0.50923 1.93610 0.99654
O 1.21386 2.22145 2.16570
C -1.07695 2.06188 0.90182
C -1.92727 1.35244 1.76093
S -1.10751 0.25011 2.90238
C -3.33111 1.44535 1.67318
C -4.18784 0.60890 2.59550
C -5.04325 -0.43694 1.82607
C -4.59850 -1.84327 1.99543
F -4.32378 -2.28145 3.23089
C -4.54076 -2.68588 0.96093
F -4.97670 -3.93078 0.95145
F -4.06937 -2.31242 -0.21230
C -3.89960 2.31301 0.70823
P -5.72015 2.55550 0.58994
N -6.26504 3.92922 1.11024
C -3.04369 3.00980 -0.16404
C -1.66258 2.87223 -0.06013
C -0.82545 3.61790 -1.02823
O 0.22371 4.11502 -0.73516
C -1.42834 3.72239 -2.38403
Cl -0.29655 3.66887 -3.67656
C -2.74689 3.85504 -2.53837
C -3.41111 3.92931 -3.87849
C -4.62926 4.87311 -3.98429
C -5.97209 4.17222 -4.00295
Cl -6.11167 3.04357 -5.37864
C -3.54295 3.90790 -1.26645
O -4.48160 4.63774 -1.14113
H 0.28394 -0.19204 -0.70254
H 1.43582 -0.36449 0.66257
H 2.04417 -0.10301 -0.98636
H 1.50033 3.14357 2.11666
H -1.16628 0.94861 4.04518
H -3.57775 0.05244 3.29239
H -4.81259 1.28117 3.18162
H -6.06621 -0.38858 2.20176
H -5.07196 -0.23199 0.76170
H -6.35813 1.54188 1.30992
H -5.99049 2.35869 -0.78554
H -5.51013 4.51466 1.44211
H -3.76970 2.92001 -4.09524
H -2.71626 4.17242 -4.67118
H -4.65057 5.64556 -3.22567
H -4.55050 5.38802 -4.94021
H -6.21727 3.68533 -3.06462
H -6.73286 4.92796 -4.16635
C 2.58374 -0.39026 3.92143
C 1.97210 -0.40165 5.33275
C 2.10885 0.86849 6.17280
F 3.39976 1.14312 6.43993
F 1.47338 0.68372 7.35453
F 2.43083 -1.46571 6.02241
F 0.63379 -0.58890 5.14011
O 3.84440 -1.01359 3.74246
C 5.01461 -0.32622 3.91667
C 5.87451 -0.93924 5.02314
F 5.22215 -0.89821 6.19945
F 7.01477 -0.22368 5.14462
F 4.79835 0.98548 4.11498
F 5.70296 -0.43418 2.75201
H 1.90639 -1.00111 3.32638
H 2.55252 0.60280 3.47254
H 1.65297 1.72191 5.66240
H 6.11823 -1.97660 4.78538
C 6.39199 1.18653 -0.74261
C 5.96818 -0.00773 -1.61398
C 6.74946 -1.31402 -1.45922
F 8.04027 -1.16161 -1.81031
F 6.20817 -2.24704 -2.27863
F 5.94606 0.36437 -2.91094
F 4.68026 -0.29879 -1.26224
O 7.19967 2.18228 -1.34485
C 8.56795 2.08644 -1.35877
C 9.10879 2.04095 -2.78978
F 8.63227 0.96264 -3.44107
F 10.45688 1.94932 -2.75164
F 9.00838 1.05009 -0.62432
F 9.05238 3.20982 -0.78370
H 5.46372 1.70918 -0.51651
H 6.78905 0.86824 0.22159
H 6.69318 -1.68064 -0.43035
H 8.82000 2.94237 -3.33359
C -1.69038 -4.86387 -2.86554
C -1.00238 -6.13117 -2.33027
C -1.20268 -7.43271 -3.10979
F -2.49697 -7.80472 -3.12285
F -0.49761 -8.41697 -2.50535
F -1.33748 -6.31249 -1.03561
F 0.33802 -5.87954 -2.36479
O -2.89941 -4.46705 -2.24456
C -4.11501 -4.94300 -2.66985
C -4.83090 -5.71172 -1.55885
F -4.10359 -6.78204 -1.17859
F -6.02119 -6.16231 -2.02134
F -4.00386 -5.66918 -3.79609
F -4.87912 -3.86751 -2.97053
H -0.99983 -4.05532 -2.63092
H -1.77476 -4.87465 -3.95224
H -0.84390 -7.32967 -4.13773
H -4.99500 -5.06834 -0.69201
*
```

As for the energy above the lowest of the compared OMol25 structures with the same formula, charge and spin: 0.00 kcal/mol. The maximum force is 2.0 eV/A. The value obtained for the HOMO energy is -0.3265 hartree. Its structure (SMILES) is COB(O)c1c(S)c(CCC(F)=C(F)F)c([PH2]=N)c2c1C(=O)C(Cl)=C(CCCCl)C2=O.FC(F)C(F)(F)COC(F)(F)C(F)F.FC(F)C(F)(F)COC(F)(F)C(F)F.FC(F)C(F)(F)COC(F)(F)C(F)F.


(3)
ORCA calculation (ωB97M-V/def2-TZVPD) on the molecule C4H6N2OS at a distorted geometry.

Geometry as ORCA input:
```
! wB97M-V def2-TZVPD RIJCOSX def2/J DEFGRID3
* xyz 0 1
C 0.43393 -1.22221 -1.29051
C -0.53762 0.79589 0.83572
C 0.83977 1.36556 0.40478
C -0.75191 -0.63766 0.35820
N -0.92219 -0.81653 -1.05126
N 0.85657 -1.21001 0.06475
O 0.89862 -1.53696 -2.31502
S 2.03685 -0.10329 0.58192
H -0.57290 0.77293 1.82535
H -1.18298 1.47945 0.37833
H 0.72690 1.71848 -0.56529
H 1.13296 2.01838 1.09880
H -1.24953 -1.23405 1.01013
H -1.70846 -1.38995 -1.33591
*
```

As for the energy above the lowest of the compared OMol25 structures with the same formula, charge and spin: 65.73 kcal/mol. The maximum force is 5.6 eV/A. The value obtained for the HOMO energy is -0.3315 hartree. Its structure (SMILES) is O=C1N[C@@H]2CCSN12.


(4)
ORCA calculation (ωB97M-V/def2-TZVPD) on the molecule C2H4OS at a distorted geometry.

Geometry as ORCA input:
```
! wB97M-V def2-TZVPD RIJCOSX def2/J DEFGRID3
* xyz 0 1
C 0.02117 0.78608 0.25002
C 0.37198 -0.67081 0.36302
H 0.29443 1.31436 -0.70533
H -1.06065 0.83572 0.23704
H 0.50369 1.28069 1.11051
H -0.88333 -0.69955 -1.58621
O 1.08142 -1.12501 1.23468
S -0.32871 -1.72148 -0.90373
*
```

As for the energy above the lowest of the compared OMol25 structures with the same formula, charge and spin: 1.39 kcal/mol. The maximum force is 1.2 eV/A. The value obtained for the HOMO energy is -0.3721 hartree. Its structure (SMILES) is CC(=O)S.


(5)
ORCA calculation (ωB97M-V/def2-TZVPD) on a structure of composition C8H19F2IInO at a distorted geometry.

Geometry as ORCA input:
```
! wB97M-V def2-TZVPD RIJCOSX def2/J DEFGRID3
* xyz -1 1
C -0.71688 -5.46164 0.48346
C -0.24524 -5.02986 1.88380
F -0.79525 -5.83200 2.88497
In -0.56470 -2.82226 2.30406
O 1.04357 -1.72905 1.50495
F -0.67376 -2.50404 4.35201
I -3.00681 -1.88180 1.20291
H -1.76530 -5.22197 0.27110
H -0.01364 -5.03192 -0.24683
H -0.60984 -6.56209 0.39207
H 0.85194 -5.16123 1.92005
H 1.13994 -2.10151 0.63035
C -0.81829 0.35845 -1.47106
C 0.45282 0.88447 -0.81326
C 0.19396 1.99716 0.19903
C -0.43412 3.26821 -0.37712
C 0.35721 3.93146 -1.50425
C 1.73883 4.41029 -1.07188
H -1.32376 1.13481 -2.05210
H -0.58275 -0.46224 -2.15281
H -1.51592 -0.01870 -0.71962
H 1.15359 1.22422 -1.58507
H 0.94449 0.05975 -0.29362
H 1.13696 2.24757 0.69463
H -0.46264 1.61262 0.98487
H -0.56409 3.98949 0.43755
H -1.44161 3.04371 -0.74014
H -0.21236 4.79476 -1.86360
H 0.45330 3.25081 -2.35457
H 1.66438 5.12024 -0.24464
H 2.24422 4.91222 -1.90048
H 2.37176 3.58007 -0.75477
*
```

The maximum force is 1.4 eV/A. The value obtained for the HOMO energy is -0.1997 hartree.